w:
Formula: C4H9N3
Source: OMol25
Level of theory: ωB97M-V with the def2-TZVPD basis set

Values from the calculation:
Gap between HOMO and LUMO = 9.66 eV
HOMO = -19.2445 eV
SMILES string = C=C[N+](=C)C(N)=[NH2+]
Charge = +2
LUMO energy = -9.583 eV

Structure (XYZ):
```
16
Properties=species:S:1:pos:R:3:nbo_charge:R:1
C 0.3563 1.2529 -1.7262 -0.25
C -1.6970 -1.0030 0.0924 0.10
C -0.6980 0.5835 -1.3630 -0.13
C 0.5299 -0.2022 0.8595 0.73
N 0.4908 0.8420 1.6285 -0.71
N 1.4207 -1.1361 0.8025 -0.73
N -0.7599 -0.2414 -0.2634 -0.28
H 0.1304 1.7539 -2.6145 0.27
H 1.4160 1.1361 -1.2442 0.23
H -1.6954 -1.7930 0.8974 0.28
H -2.5999 -1.1530 -0.5444 0.27
H -1.5354 0.4981 -2.0994 0.29
H 1.2614 0.9449 2.2935 0.47
H -0.4063 1.4021 1.7482 0.49
H 2.2447 -1.1833 1.5599 0.50
H 1.5415 -1.7014 -0.0269 0.47
```



x:
Formula: C4H9N3
Source: OMol25
Level of theory: ωB97M-V with the def2-TZVPD basis set

Values from the calculation:
Gap between HOMO and LUMO (alpha / beta) = 5.61 / 6.09 eV
HOMO (alpha / beta) = -18.6709 / -18.9515 eV
Charge = +2
LUMO energy (alpha / beta) = -13.058 / -12.862 eV

Structure (XYZ):
```
16
Properties=species:S:1:pos:R:3:nbo_charge:R:1
C -0.7768 0.4117 -2.2100 0.61
C -0.2634 -2.2660 1.2746 0.07
C 0.5756 -1.1749 1.2125 -0.03
C 0.8235 1.1636 0.8786 -0.46
N -0.7406 -0.0391 -1.1464 -0.46
N -1.1487 0.8383 -3.3375 -0.73
N 0.0392 0.0277 0.8698 -0.13
H 0.0570 -3.1115 1.7970 0.26
H -1.2885 -2.3402 0.7811 0.28
H 1.5665 -1.0240 1.4237 0.27
H 0.3073 1.8923 0.3148 0.29
H 0.7052 1.7788 1.8934 0.35
H 1.7407 0.8559 0.5034 0.26
H -2.0927 0.9929 -3.3536 0.45
H -0.5605 0.4807 -4.0826 0.47
H -1.0168 -0.0575 0.9835 0.50
```



Preferred: w; penalty for the next structure: 0.1199 hartree.



w:
Formula: C33H31AsBrIN5O7STi
Source: OMol25
Level of theory: ωB97M-V with the def2-TZVPD basis set

Values from the calculation:
Gap between HOMO and LUMO = 6.14 eV
HOMO = -4.4400 eV
Charge = -1
LUMO energy = 1.704 eV

Structure (XYZ):
```
81
Properties=species:S:1:pos:R:3:lowdin_charge:R:1
Ti -0.4114 0.1918 0.3683 1.15
Br -7.1664 2.0250 2.6532 0.70
C -5.3286 1.8913 2.1938 -0.69
C -4.3597 2.3150 3.1080 -0.11
C -3.0270 2.2309 2.7897 0.00
C -2.6109 1.7002 1.5542 -0.32
O -1.3391 1.6306 1.2564 -0.16
C -3.6010 1.2878 0.6451 -0.12
C -3.2318 0.9089 -0.6926 -0.03
N -2.0450 0.6307 -1.0923 0.05
C -1.9078 0.4835 -2.5017 -0.21
C -2.5845 -0.4799 -3.1976 -0.03
C -2.5016 -0.5338 -4.6073 -0.09
C -1.7239 0.3569 -5.2907 -0.06
C -0.9770 1.3339 -4.5888 -0.18
C -0.0901 2.2386 -5.2201 -0.02
C 0.6154 3.1191 -4.4585 -0.03
C 0.4038 3.1422 -3.0575 -0.11
N -0.4295 2.3484 -2.4454 0.16
C -1.0784 1.4165 -3.1845 -0.17
C -4.9608 1.3989 0.9708 -0.08
H -4.6662 2.7024 4.0704 0.10
H -2.2676 2.5336 3.4968 0.11
H -4.0315 0.9387 -1.4357 0.15
H -3.1848 -1.2010 -2.6559 0.12
H -3.0559 -1.2961 -5.1395 0.10
H -1.6471 0.3113 -6.3708 0.11
H 0.0301 2.2004 -6.2968 0.11
H 1.3296 3.8009 -4.8999 0.10
H 0.9634 3.8277 -2.4316 0.11
H -5.7106 1.0942 0.2512 0.11
C 2.1110 3.4047 3.4906 -0.04
C 0.9826 2.7083 3.0386 -0.10
N 1.0069 1.4304 2.7394 0.10
C 2.1683 0.7720 2.8361 -0.16
C 3.3366 1.3503 3.3482 -0.14
C 3.2846 2.7155 3.6644 -0.01
C 4.4964 0.5312 3.5527 -0.02
C 4.4505 -0.7906 3.2957 -0.02
C 3.2791 -1.4006 2.7294 -0.14
C 3.2038 -2.7702 2.4346 0.01
C 2.0728 -3.2729 1.8498 -0.07
C 1.0516 -2.3825 1.4968 -0.11
N 1.1013 -1.0809 1.7359 0.09
C 2.1738 -0.6060 2.4114 -0.15
H 2.0424 4.4621 3.7061 0.10
H 0.0316 3.2118 2.9028 0.10
H 4.1733 3.2112 4.0371 0.11
H 5.3957 0.9915 3.9438 0.11
H 5.3109 -1.4219 3.4825 0.11
H 4.0456 -3.4150 2.6602 0.12
H 1.9768 -4.3122 1.5542 -0.03
H 0.1731 -2.7509 0.9806 0.11
C 2.6899 -2.4144 -1.5161 -0.15
As 0.9418 -1.9590 -2.1269 1.11
C 1.0263 -1.2188 -3.8872 -0.17
C -0.0481 -3.5751 -2.3595 -0.21
O 0.0264 -1.0785 -1.0118 -0.52
H 3.1544 -3.0002 -2.3101 0.05
H 2.5961 -3.0377 -0.6312 0.02
H 3.2442 -1.5029 -1.3047 0.03
H 1.6297 -1.9143 -4.4734 0.05
H 1.4831 -0.2368 -3.8551 0.02
H 0.0197 -1.1884 -4.2964 0.02
H 0.4196 -4.1785 -3.1379 0.05
H -1.0616 -3.3053 -2.6553 0.04
H -0.0612 -4.1603 -1.4365 -0.09
O 2.7189 2.7006 -0.9305 -0.32
S 2.4526 1.2879 -0.7900 0.35
O 3.3736 0.5624 0.0684 -0.31
O 1.0439 1.2130 -0.0479 -0.44
O 2.2289 0.6042 -2.0663 -0.39
N -1.5334 -0.5409 3.4813 0.13
C -1.9264 -1.3965 2.4447 -0.56
O -1.5519 -0.9976 1.2186 -0.23
C -2.6491 -2.5090 2.6243 0.04
I 0.5433 -6.3599 0.2832 -0.51
H -0.7119 0.0157 3.2694 0.05
H -1.4612 -1.0059 4.3725 0.09
H -2.9134 -3.1214 1.7769 0.05
H -2.9474 -2.8167 3.6160 0.04
```



x:
Formula: C33H31AsBrIN5O7STi
Source: OMol25
Level of theory: ωB97M-V with the def2-TZVPD basis set

Values from the calculation:
Gap between HOMO and LUMO = 5.58 eV
HOMO = -4.0562 eV
Charge = -1
LUMO energy = 1.527 eV

Structure (XYZ):
```
81
Properties=species:S:1:pos:R:3:lowdin_charge:R:1
Ti -0.0731 -0.5473 -0.8229 1.21
Br -4.0318 -6.1772 -2.6432 0.70
C -2.6345 -4.9141 -2.3903 -0.69
C -1.9778 -4.3896 -3.5051 -0.12
C -0.9580 -3.4803 -3.3366 0.01
C -0.5888 -3.0384 -2.0537 -0.33
O 0.3805 -2.1742 -1.8834 -0.18
C -1.2593 -3.5918 -0.9397 -0.13
C -0.7267 -3.3241 0.3805 -0.05
N -0.0261 -2.2954 0.6791 0.05
C 0.6251 -2.2919 1.9370 -0.19
C 0.0540 -2.7108 3.1041 -0.05
C 0.7740 -2.6399 4.3154 -0.07
C 2.0551 -2.1706 4.3429 -0.03
C 2.6872 -1.7711 3.1407 -0.15
C 4.0240 -1.3174 3.0645 -0.01
C 4.5535 -0.9892 1.8512 -0.05
C 3.7429 -1.1049 0.6981 -0.13
N 2.5026 -1.5091 0.7329 0.14
C 1.9701 -1.8371 1.9324 -0.17
C -2.2656 -4.5453 -1.1206 -0.08
H -2.2718 -4.7024 -4.4980 0.10
H -0.4362 -3.0648 -4.1888 0.12
H -0.8478 -4.1156 1.1230 0.14
H -0.9723 -3.0544 3.1121 0.11
H 0.2877 -2.9445 5.2333 0.10
H 2.6013 -2.1023 5.2760 0.11
H 4.6123 -1.2396 3.9715 0.11
H 5.5721 -0.6371 1.7585 0.10
H 4.1336 -0.8322 -0.2784 0.12
H -2.7540 -4.9808 -0.2578 0.11
C -2.7766 0.6668 4.3108 -0.05
C -1.8265 -0.1078 3.6333 -0.14
N -0.7476 0.3722 3.0647 0.16
C -0.5527 1.7026 3.1100 -0.15
C -1.4392 2.5713 3.7717 -0.15
C -2.5734 2.0160 4.3831 -0.02
C -1.1913 3.9832 3.7993 -0.03
C -0.1145 4.5025 3.1811 -0.03
C 0.8033 3.6555 2.4757 -0.15
C 1.9086 4.1884 1.7926 -0.02
C 2.7381 3.3468 1.1064 -0.04
C 2.4420 1.9755 1.1113 -0.14
N 1.4238 1.4415 1.7456 0.15
C 0.6035 2.2641 2.4295 -0.14
H -3.6500 0.1980 4.7437 0.10
H -1.9792 -1.1783 3.5491 0.09
H -3.2787 2.6670 4.8866 0.11
H -1.8975 4.6207 4.3182 0.11
H 0.0717 5.5700 3.1868 0.11
H 2.0754 5.2594 1.8031 0.11
H 3.5840 3.7143 0.5415 0.11
H 3.0553 1.3002 0.5296 0.08
C -0.6716 0.8278 -5.1675 -0.24
As -1.6599 0.9438 -3.5330 1.11
C -1.6032 2.7799 -3.0038 -0.18
C -3.3910 0.2268 -3.9515 -0.18
O -0.8158 -0.1681 -2.5709 -0.52
H -1.1344 1.4469 -5.9354 0.03
H -0.6303 -0.2151 -5.4816 0.03
H 0.3247 1.2334 -4.9902 -0.05
H -1.1844 3.3473 -3.8376 -0.04
H -0.9181 2.8345 -2.1600 0.04
H -2.5924 3.1065 -2.7011 0.04
H -3.5908 0.3982 -5.0089 0.04
H -4.1461 0.6792 -3.3197 0.03
H -3.3333 -0.8432 -3.7538 0.04
O -0.8978 1.2885 -0.3014 -0.40
S -2.3276 0.7843 -0.0853 0.36
O -3.1330 1.0738 -1.2615 -0.36
O -1.9869 -0.7070 -0.0455 -0.40
O -2.9049 1.2480 1.1424 -0.26
N 2.3817 -0.4150 -3.1681 0.14
C 2.2765 0.6029 -2.2487 -0.54
O 1.4043 0.3333 -1.2502 -0.21
C 2.9664 1.7508 -2.2735 0.03
I 1.3934 4.0069 -5.4039 -0.61
H 1.7028 -1.1565 -3.0990 0.06
H 2.7380 -0.1679 -4.0728 0.10
H 3.6154 1.9661 -3.1094 0.04
H 2.6876 2.5577 -1.6164 0.04
```



Preferred: w; penalty for the next structure: 0.0343 hartree.



w:
Formula: C4H16NO2S2
Source: OMol25
Level of theory: ωB97M-V with the def2-TZVPD basis set

Values from the calculation:
Gap between HOMO and LUMO = 9.37 eV
HOMO = -12.4049 eV
Charge = +1
LUMO energy = -3.037 eV

Structure (XYZ):
```
25
Properties=species:S:1:pos:R:3:nbo_charge:R:1
N -0.9072 -0.0739 1.2114 -0.70
C 0.0603 -0.6853 2.1753 -0.24
C 0.8027 -1.9256 1.5827 -0.59
S 0.1330 -2.5816 0.0249 0.09
S 1.6291 -2.2669 -1.3336 0.13
C 1.5320 -0.5311 -1.9411 -0.52
C 0.4905 -0.3816 -3.0298 -0.63
H -0.8760 0.9524 1.2372 0.50
H -0.7557 -0.4551 0.2690 0.44
H -1.8522 -0.3788 1.4297 0.43
H -0.4901 -1.0992 3.0058 0.23
H 0.7552 0.0696 2.4792 0.23
H 0.7688 -2.7179 2.3285 0.25
H 1.8694 -1.7752 1.4505 0.26
H 1.2980 0.1127 -1.0960 0.19
H 2.5492 -0.4085 -2.3063 0.24
H -0.5173 -0.4965 -2.6157 0.20
H 0.5505 -1.1547 -3.7906 0.24
H 0.4837 0.6071 -3.4682 0.22
H 0.4795 3.3160 0.4119 0.49
H 0.5286 2.4058 -0.7855 0.48
O -0.0050 2.5900 -0.0029 -0.96
H -3.4255 1.8083 1.0742 0.48
H -2.5969 2.9667 0.6359 0.50
O -2.5044 2.1034 1.0536 -0.97
```



x:
Formula: C4H16NO2S2
Source: OMol25
Level of theory: ωB97M-V with the def2-TZVPD basis set

Values from the calculation:
Gap between HOMO and LUMO = 9.01 eV
HOMO = -12.0714 eV
Charge = +1
LUMO energy = -3.064 eV

Structure (XYZ):
```
25
Properties=species:S:1:pos:R:3:nbo_charge:R:1
N -0.7812 -0.0215 1.6820 -0.68
C -0.3870 -1.4278 2.1783 -0.25
C 0.8654 -1.7936 1.3942 -0.54
S 0.1977 -2.2820 -0.3177 0.01
S 1.4987 -2.1847 -1.7998 0.18
C 1.6001 -0.4305 -2.3081 -0.57
C 0.3671 -0.0540 -3.1250 -0.63
H -1.7953 0.0223 1.8196 0.46
H -0.4756 0.7362 2.2694 0.45
H -0.5195 -0.0064 0.6884 0.46
H -1.1809 -2.1445 2.0232 0.25
H -0.0297 -1.2724 3.2257 0.24
H 1.3577 -2.6673 1.7934 0.25
H 1.6346 -0.9991 1.2534 0.24
H 1.6893 0.4343 -1.6006 0.23
H 2.4573 -0.3242 -3.0029 0.25
H -0.5848 -0.1191 -2.5822 0.20
H 0.2104 -0.7087 -3.9837 0.23
H 0.3259 0.9828 -3.4430 0.21
H 0.6513 2.9784 -0.4009 0.49
H -0.1923 2.0049 -1.2159 0.48
O 0.0436 2.2270 -0.3080 -0.97
H -2.9521 2.3774 1.4145 0.51
H -1.7716 2.6826 2.4145 0.49
O -2.2289 1.9899 1.9312 -0.99
```



Preferred: w; penalty for the next structure: 0.0236 hartree.